Computed, not measured: 2 unconnected molecules or ions with the total composition C4H5N2O2, with ωB97M-V with the def2-TZVPD basis set.

## Properties
Total charge   -1
Max |F|   2.39 eV Å⁻¹
ΔE to the lowest compared entry with this formula, charge and spin   123.1 kcal/mol
HOMO-LUMO gap   6.45 eV

Each line ends with the natural charge from an NBO analysis.
Geometry (Å):
C  -0.094  -0.972  1.616  -0.318
C  -0.547  0.140  0.908  -0.326
C  0.664  2.691  0.242  1.053
C  -0.203  -0.349  -1.437  -0.431
N  -0.149  -1.811  0.447  -0.516
N  -0.879  -0.756  -0.261  -0.360
O  -0.323  3.294  0.405  -0.547
O  1.745  2.325  0.018  -0.563
H  0.241  -1.274  2.689  0.169
H  0.239  0.566  -1.201  0.190
H  0.682  -0.942  -1.655  0.186
H  -0.691  -0.240  -2.382  0.159
H  -0.684  -2.672  0.609  0.303